# 1
ORCA calculation (ωB97M-V with the def2-TZVPD basis set) on a structure of composition C38H54BF3IrN5O5P2S.

```
110
Properties=species:S:1:pos:R:3
Ir 0.36 0.15 -0.01
O -2.46 4.80 0.63
C -2.85 4.37 -0.58
C -3.77 5.16 -1.27
C -4.22 4.79 -2.52
C -3.77 3.60 -3.11
C -2.87 2.82 -2.44
C -2.39 3.18 -1.17
C -1.42 2.29 -0.51
O -1.02 1.25 -1.16
N -1.02 2.60 0.72
N -0.14 1.67 1.16
C 0.45 1.74 2.30
C 1.41 0.67 2.58
C 2.16 0.63 3.74
C 3.07 -0.40 3.92
C 3.21 -1.36 2.93
C 2.44 -1.24 1.78
N 1.56 -0.26 1.60
H -1.84 4.15 1.01
H -4.10 6.07 -0.80
H -4.93 5.42 -3.03
H -4.13 3.31 -4.09
H -2.51 1.90 -2.89
H 0.28 2.56 2.98
H 2.02 1.40 4.49
H 3.65 -0.46 4.83
H 3.88 -2.19 3.02
H 2.52 -1.94 0.95
C -3.90 -0.01 -0.62
C -3.02 -1.25 -0.75
C -2.26 -1.24 -2.09
C -3.97 -2.47 -0.81
P -1.68 -1.30 0.59
C -1.23 -3.10 0.50
N 0.19 -3.40 0.38
B 0.95 -3.79 1.46
N 1.49 -1.30 -1.09
C 2.70 -0.57 -1.47
P 2.08 1.14 -1.31
C 3.48 2.22 -0.67
C 4.82 1.82 -1.31
C 3.61 2.02 0.84
C 3.21 3.71 -0.92
C 1.59 1.66 -3.04
C 0.78 2.96 -3.09
C 2.85 1.85 -3.91
C 0.78 0.52 -3.67
C 1.29 -2.55 -1.67
C 1.76 -2.89 -2.95
C 1.57 -4.14 -3.51
C 0.91 -5.14 -2.81
C 0.47 -4.85 -1.53
C 0.67 -3.59 -0.96
C -2.51 -1.19 2.30
C -3.79 -2.01 2.40
C -1.57 -1.77 3.37
C -2.85 0.26 2.65
H -4.46 0.14 -1.54
H -3.34 0.91 -0.43
H -4.63 -0.13 0.18
H -3.00 -1.33 -2.90
H -1.57 -2.08 -2.19
H -1.71 -0.32 -2.23
H -4.61 -2.31 -1.68
H -4.62 -2.56 0.05
H -3.46 -3.42 -0.98
H -1.71 -3.50 -0.39
H -1.67 -3.63 1.34
H 3.12 -0.79 -2.45
H 3.51 -0.72 -0.74
H 5.04 0.76 -1.16
H 5.61 2.39 -0.81
H 4.87 2.04 -2.37
H 3.76 0.98 1.12
H 2.73 2.41 1.36
H 4.47 2.59 1.19
H 3.29 3.98 -1.97
H 3.95 4.29 -0.37
H 2.22 4.01 -0.56
H 1.31 3.82 -2.70
H -0.17 2.87 -2.58
H 0.56 3.17 -4.14
H 3.39 2.76 -3.67
H 2.51 1.94 -4.95
H 3.53 1.01 -3.86
H -0.06 0.22 -3.05
H 1.39 -0.35 -3.87
H 0.39 0.88 -4.63
H 2.28 -2.15 -3.55
H 1.94 -4.33 -4.51
H 0.76 -6.12 -3.24
H -0.02 -5.61 -0.93
H -3.67 -3.05 2.10
H -4.60 -1.57 1.83
H -4.11 -2.02 3.45
H -1.25 -2.78 3.12
H -2.14 -1.85 4.30
H -0.53 -0.45 4.35
H -3.59 0.68 1.97
H -1.98 0.91 2.64
H -3.28 0.29 3.66
F 0.78 -2.74 7.84
C 1.28 -2.20 6.73
F 2.52 -1.78 6.96
F 0.52 -1.13 6.41
S 1.35 -3.42 5.34
O -0.06 -3.85 5.17
O 1.61 -4.09 2.44
O -0.40 -1.01 3.58
```

orbital gap (spin up / spin down)	6.22 / 6.16	eV
net charge	+1
LUMO energy (spin up / spin down)	-3.521 / -3.587	eV
2S+1	2
energy relative to the best compared isomer or geometry (same formula, charge and spin)	0.000	eV
E_tot	-3639.9765	a.u.

***

# 2
ORCA calculation (ωB97M-V with the def2-TZVPD basis set) on a structure of composition C38H54F3MnNO3P3SSeSi.

```
106
Properties=species:S:1:pos:R:3
Mn 0.03 0.13 -0.28
C 1.25 3.35 -1.96
C -0.22 3.56 -1.63
C -0.85 4.63 -2.52
P -1.14 1.93 -1.52
C -1.75 1.46 -3.23
C -3.00 2.11 -3.83
C -0.59 1.56 -4.22
C -2.60 2.55 -0.56
C -3.68 3.28 -1.07
C -4.69 3.72 -0.24
C -4.66 3.44 1.12
C -3.58 2.74 1.64
C -2.55 2.31 0.82
Si -1.05 1.30 1.40
C -0.11 2.05 2.85
C -0.65 3.00 3.72
C 0.03 3.39 4.86
C 1.28 2.86 5.14
C 1.86 1.96 4.25
C 1.18 1.55 3.10
P 1.88 0.43 1.82
C 2.64 -1.00 2.76
C 3.81 -0.73 3.72
C 1.52 -1.75 3.47
C 3.34 1.38 1.13
C 4.36 0.39 0.57
C 4.00 2.46 1.98
C -1.73 -0.43 1.97
C -1.87 -0.94 3.38
C -2.06 -2.24 3.62
C -2.25 -3.30 2.63
C -2.27 -3.21 1.28
C -2.00 -1.93 0.54
P -1.61 -1.78 -1.26
C -3.15 -2.08 -2.28
C -4.11 -0.89 -2.15
C -3.88 -3.39 -1.98
C -0.63 -3.33 -1.59
C -0.14 -3.30 -3.04
C 0.54 -3.43 -0.61
H 1.83 4.24 -1.71
H 1.41 3.14 -3.02
H 1.66 2.51 -1.40
H -0.29 3.90 -0.59
H -0.81 4.34 -3.58
H -0.29 5.56 -2.41
H -1.88 4.83 -2.25
H -1.97 0.40 -3.09
H -2.89 3.18 -3.95
H -3.89 1.90 -3.23
H -3.16 1.67 -4.82
H -0.42 2.59 -4.53
H -0.81 0.97 -5.11
H 0.33 1.17 -3.80
H -3.74 3.51 -2.13
H -5.52 4.28 -0.66
H -5.48 3.75 1.76
H -3.56 2.49 2.70
H -1.62 3.42 3.50
H -0.41 4.12 5.54
H 1.81 3.14 6.03
H 2.86 1.60 4.45
H 3.01 -1.63 1.95
H 3.44 -0.34 4.67
H 4.54 -0.04 3.31
H 4.31 -1.68 3.93
H 1.09 -1.13 4.26
H 1.90 -2.67 3.93
H 0.73 -2.00 2.77
H 2.89 1.89 0.27
H 5.04 0.01 1.34
H 4.96 0.87 -0.21
H 3.85 -0.46 0.12
H 4.55 2.04 2.83
H 3.27 3.17 2.37
H 4.71 3.01 1.36
H -1.79 -0.23 4.20
H -2.10 -2.57 4.65
H -2.44 -4.28 3.05
H -2.48 -4.11 0.71
H -2.77 -2.10 -3.31
H -4.81 -1.06 -1.34
H -4.69 -0.75 -3.07
H -3.59 0.04 -1.93
H -4.23 -3.39 -0.95
H -3.24 -4.26 -2.14
H -4.75 -3.49 -2.64
H -1.28 -4.20 -1.44
H 0.41 -2.38 -3.24
H -0.97 -3.38 -3.74
H 0.54 -4.14 -3.21
H 1.15 -2.53 -0.65
H 1.18 -4.28 -0.87
H 0.20 -3.55 0.42
Se -4.66 -0.74 1.51
C -2.90 -0.86 1.16
N -0.82 -1.26 1.14
F 3.14 -2.83 -2.40
C 3.86 -1.69 -2.45
F 4.59 -1.71 -3.58
F 4.72 -1.72 -1.43
S 2.72 -0.23 -2.57
O 3.59 0.91 -2.52
O 2.09 -0.54 -3.83
O 1.83 -0.36 -1.41
```

orbital gap (spin up / spin down)	6.45 / 6.30	eV
net charge	-1
LUMO energy (spin up / spin down)	2.137 / 2.131	eV
2S+1	2
energy relative to the best compared isomer or geometry (same formula, charge and spin)	1.096	eV
E_tot	-7324.5949	a.u.

***

# 3
ORCA calculation (ωB97M-V with the def2-TZVPD basis set) on a structure of composition C38H54N4P2S4Ti.

```
103
Properties=species:S:1:pos:R:3
Ti -0.78 1.83 0.47
C -4.44 -0.93 3.71
S -4.77 0.73 3.08
C -3.16 1.14 2.44
S -2.34 0.06 1.36
N -2.69 2.28 2.80
N -1.53 2.61 2.18
C -0.83 3.64 2.76
C 0.44 3.81 2.31
C 1.35 4.85 2.71
C 2.60 4.90 2.21
C 3.01 3.92 1.23
C 2.10 2.99 0.83
N 0.84 2.87 1.34
H -5.39 -1.33 4.06
H -3.73 -0.90 4.54
H -4.05 -1.56 2.91
H -1.30 4.26 3.51
H 1.01 5.59 3.43
H 3.29 5.68 2.51
H 3.99 3.94 0.78
H 2.35 2.28 0.06
C 2.36 1.56 4.05
C 2.07 0.06 3.99
C 3.35 -0.70 4.33
P 0.96 -0.25 2.50
C 0.17 -1.91 2.83
C -0.76 -1.78 4.04
C 1.02 -3.16 2.92
C 2.04 -0.61 1.06
C 3.24 -1.31 1.20
C 4.16 -1.51 0.18
C 5.44 -2.28 0.41
C 3.85 -0.95 -1.05
C 2.65 -0.30 -1.25
C 1.68 -0.14 -0.23
N 0.46 0.46 -0.52
C 0.08 0.37 -1.90
C 0.41 1.38 -2.80
C -0.02 1.34 -4.12
C -0.78 0.29 -4.59
C -1.32 0.27 -6.00
C -1.07 -0.75 -3.71
C -0.65 -0.74 -2.38
P -1.13 -2.08 -1.19
C -0.13 -3.56 -1.77
C 1.35 -3.34 -1.49
C -0.32 -4.05 -3.20
C -2.80 -2.59 -1.85
C -3.81 -1.44 -1.78
C -3.30 -3.77 -1.01
H 2.89 1.82 4.97
H 2.99 1.87 3.21
H 1.44 2.15 4.00
H 1.35 -0.15 4.80
H 4.16 -0.43 3.66
H 3.67 -0.43 5.35
H 3.23 -1.79 4.31
H -0.47 -1.99 1.94
H -0.18 -1.74 4.98
H -1.36 -0.88 3.97
H -1.43 -2.64 4.11
H 1.64 -3.17 3.82
H 0.38 -4.05 2.96
H 1.68 -3.27 2.05
H 3.46 -1.75 2.16
H 5.43 -2.75 1.39
H 5.57 -3.06 -0.34
H 6.31 -1.63 0.36
H 4.54 -1.05 -1.88
H 2.44 0.09 -2.23
H 0.96 2.23 -2.42
H 0.23 2.17 -4.78
H -0.79 0.99 -6.62
H -1.21 -0.71 -6.45
H -2.38 0.53 -6.01
H -1.68 -1.57 -4.07
H -0.48 -4.35 -1.09
H 1.77 -2.61 -2.19
H 1.53 -2.95 -0.49
H 1.91 -4.27 -1.61
H -0.09 -3.26 -3.92
H 0.36 -4.88 -3.41
H -1.34 -4.40 -3.39
H -2.72 -2.92 -2.89
H -3.92 -1.07 -0.76
H -3.49 -0.59 -2.38
H -4.78 -1.78 -2.14
H -3.36 -3.48 0.04
H -4.31 -4.06 -1.33
H -2.66 -4.65 -1.09
C -3.48 2.98 -3.42
C -2.52 3.06 -2.25
S -2.75 1.89 -0.97
C -1.52 3.94 -2.17
C -1.21 4.97 -3.23
S -0.43 3.88 -0.80
H -4.27 2.26 -3.20
H -2.97 2.65 -4.33
H -3.95 3.95 -3.64
H -2.06 5.13 -3.90
H -0.35 4.67 -3.83
H -0.95 5.93 -2.76
```

orbital gap	4.37	eV
net charge	-2
LUMO energy	4.313	eV
energy relative to the best compared isomer or geometry (same formula, charge and spin)	0.000	eV
E_tot	-4824.5003	a.u.

***

# 4
ORCA calculation (ωB97M-V with the def2-TZVPD basis set) on a cluster of 8 separate species, C38H55BCl2NO16 in total.

```
113
Properties=species:S:1:pos:R:3
C -2.64 1.18 -0.42
C -2.40 1.93 0.87
Cl -0.68 2.47 0.97
C -3.36 3.07 1.17
Cl -4.96 2.30 1.58
B -3.42 4.30 0.03
O -2.59 4.11 -1.17
C -3.47 3.90 -2.23
C -4.92 4.24 -1.82
C -5.91 3.08 -1.62
C -5.72 1.83 -2.21
C -6.64 0.83 -1.93
C -7.70 1.14 -1.10
C -7.84 2.42 -0.60
N -6.95 3.38 -0.84
O -4.73 4.73 -0.47
H -2.05 0.27 -0.42
H -2.31 1.75 -1.28
H -3.69 0.93 -0.55
H -2.49 1.20 1.67
H -3.03 3.52 2.10
H -2.91 5.27 0.63
H -3.32 2.96 -2.77
H -3.19 4.65 -2.98
H -5.37 5.02 -2.42
H -4.89 1.57 -2.85
H -6.52 -0.17 -2.33
H -8.44 0.39 -0.84
H -8.68 2.67 0.03
O 0.51 -2.29 -0.54
C 1.39 -1.51 -0.28
O 1.26 -0.57 0.68
C 2.43 0.27 0.70
C 3.53 -0.57 0.07
C 2.75 -1.41 -0.93
H 2.22 1.18 0.14
H 2.66 0.54 1.73
H 4.33 0.03 -0.37
H 3.98 -1.22 0.82
H 2.64 -0.91 -1.90
H 3.19 -2.40 -1.07
O 3.30 -0.99 3.88
C 2.50 -1.83 4.17
O 2.72 -2.71 5.19
C 1.65 -3.67 5.25
C 0.47 -3.00 4.56
C 1.17 -2.13 3.52
H 1.97 -4.58 4.73
H 1.46 -3.91 6.29
H -0.24 -3.71 4.14
H -0.06 -2.37 5.27
H 1.35 -2.67 2.59
H 0.62 -1.21 3.31
O 5.56 -3.12 -0.03
C 5.98 -3.35 1.06
O 6.64 -4.49 1.38
C 6.92 -4.53 2.79
C 6.89 -3.07 3.24
C 5.85 -2.47 2.30
H 6.15 -5.13 3.28
H 7.89 -5.00 2.94
H 6.65 -2.96 4.29
H 7.86 -2.61 3.06
H 4.84 -2.57 2.69
H 6.05 -1.43 2.06
O -5.81 7.44 -4.04
C -6.67 7.81 -3.30
O -7.86 8.29 -3.76
C -8.66 8.74 -2.67
C -8.13 8.02 -1.44
C -6.65 7.86 -1.79
H -8.55 9.83 -2.59
H -9.71 8.52 -2.88
H -8.32 8.55 -0.51
H -8.59 7.03 -1.37
H -6.06 8.72 -1.48
H -6.23 6.94 -1.37
O -3.23 0.85 -3.78
C -2.31 0.68 -4.53
O -1.17 1.39 -4.44
C -0.28 1.05 -5.52
C -0.73 -0.33 -5.97
C -2.23 -0.29 -5.70
H -0.38 1.80 -6.30
H 0.74 1.06 -5.14
H -0.47 -0.55 -7.01
H -0.27 -1.10 -5.35
H -2.80 0.13 -6.54
H -2.64 -1.25 -5.43
O 10.54 -3.92 5.61
C 9.68 -3.53 6.34
O 8.53 -2.99 5.87
C 7.73 -2.50 6.97
C 8.22 -3.27 8.19
C 9.69 -3.50 7.85
H 7.90 -1.43 7.06
H 6.68 -2.68 6.75
H 8.05 -2.75 9.12
H 7.71 -4.24 8.24
H 10.32 -2.67 8.18
H 10.08 -4.43 8.25
O -1.03 -4.08 -6.52
C -0.22 -4.27 -5.66
O 0.69 -3.34 -5.28
C 1.59 -3.88 -4.30
C 0.84 -5.05 -3.68
C -0.01 -5.54 -4.85
H 2.50 -4.19 -4.81
H 1.84 -3.11 -3.58
H 1.51 -5.81 -3.26
H 0.20 -4.69 -2.88
H 0.52 -6.26 -5.47
H -0.96 -5.95 -4.53
```

orbital gap	5.23	eV
net charge	-1
LUMO energy	1.399	eV
E_tot	-3685.0092	a.u.